# 1
C12H16N2O5 | ωB97M-V/def2-TZVPD

Cartesian coordinates (Å):
C (2.58038, -0.40013, 0.92245)
C (1.86497, 0.59807, -0.07175)
C (3.35720, -1.48000, 0.20515)
C (0.04008, 2.16899, -0.37804)
C (-1.07777, 2.64681, 0.51476)
C (-0.74164, 1.36210, -1.45063)
C (-1.27883, 0.05319, -0.91871)
C (-0.57614, -1.07586, -1.07820)
C (-2.59288, -0.10692, -0.28349)
C (-0.96563, -2.31040, -0.56233)
C (-3.09738, -1.35807, 0.09993)
C (-2.25287, -2.42079, -0.00727)
H (1.99888, -1.26497, 2.57149)
H (1.04765, -1.53741, 1.39131)
H (3.35588, 0.23609, 1.44227)
H (3.90172, -2.20177, 0.88481)
H (2.70814, -2.10049, -0.40414)
H (4.06583, -0.30479, -1.12739)
H (0.41736, 1.06684, 1.33679)
H (0.53116, 3.02416, -0.80790)
H (-0.08421, 1.09755, -2.32260)
H (-1.57544, 2.03309, -1.85294)
H (0.39234, -1.02886, -1.67616)
H (-3.14608, 0.77392, -0.21971)
H (-0.28028, -3.16696, -0.56625)
H (-4.12272, -1.35460, 0.55764)
H (-3.52055, -3.56065, 0.71535)
H (-2.34465, 3.99671, 0.66044)
N (1.50926, -0.76395, 1.83629)
N (0.87341, 1.28133, 0.43396)
O (2.20899, 0.62210, -1.27849)
O (4.51560, -0.91636, -0.48218)
O (-1.40409, 2.02453, 1.49287)
O (-2.72098, -3.75177, 0.33404)
O (-1.54711, 3.84756, 0.13051)

## Properties
lowest unoccupied orbital energy: 0.42 eV
ΔE to the lowest compared entry with this formula, charge and spin: 261.17 kJ/mol
frontier orbital gap: 9.255 eV

---

# 2
C12H16NS | ωB97M-V/def2-TZVPD

Cartesian coordinates (Å):
C (0.80674, -2.57457, 1.15138)
C (-0.22474, -2.76430, 0.25462)
C (1.46610, -1.37148, 1.17414)
C (-0.63738, -1.85872, -0.65740)
C (0.92568, -0.24889, 0.32074)
C (-0.05262, -0.61022, -0.74851)
C (-2.64285, 1.25246, -1.15356)
C (-2.21556, 1.14310, 0.29176)
C (1.86460, 1.00179, 0.49217)
C (-0.42109, 0.39006, -1.56596)
C (0.53796, 1.00159, 1.08752)
C (3.22310, 1.03295, 1.13441)
N (-1.82576, 0.36595, -2.04156)
S (-0.64187, 2.16375, 0.43149)
H (1.28092, -3.32604, 1.74891)
H (-0.82821, -3.65472, 0.30597)
H (2.43037, -1.29060, 1.67629)
H (-1.33843, -2.21247, -1.42869)
H (-3.72188, 0.77630, -1.20793)
H (-2.57757, 2.44095, -1.48361)
H (-2.99523, 1.33731, 1.01205)
H (-1.84472, 0.13780, 0.54987)
H (1.95113, 1.48403, -0.50488)
H (0.17938, 1.24768, -1.87387)
H (0.27870, 0.93273, 2.11620)
H (3.35082, 0.68449, 2.23543)
H (3.73826, 2.04384, 1.10469)
H (4.01940, 0.52660, 0.52235)
H (-2.08286, -0.65804, -1.80612)
H (-2.00240, 0.60664, -3.13791)

## Properties
charge: +1
lowest unoccupied orbital energy (spin up / spin down): -3.18 / -5.66 eV
spin multiplicity: 3
ΔE to the lowest compared entry with this formula, charge and spin: 63.37 kJ/mol
frontier orbital gap (spin up / spin down): 6.012 / 6.629 eV

---

# 3
C12H17AlBrClFO2 | ωB97M-V/def2-TZVPD

Cartesian coordinates (Å):
C (0.95333, 0.79239, -0.81716)
C (0.45091, -0.03302, -1.99403)
O (-0.09299, -1.21977, -1.48654)
C (-1.01556, -1.86203, -2.35532)
C (-2.33905, -1.13424, -2.56342)
Al (-3.29747, -0.65218, -0.85562)
Cl (-4.28425, -2.49396, -0.08995)
C (-4.72705, 0.76450, -1.35119)
C (-5.26059, 0.44394, -2.65085)
O (-4.92225, 0.84759, -3.71653)
Br (-6.73578, -0.90478, -2.62813)
H (0.12101, 0.86955, -0.11662)
H (1.30404, 1.77298, -1.12765)
H (1.72597, 0.22045, -0.31474)
H (1.29065, -0.23479, -2.67543)
H (-0.28572, 0.55597, -2.54678)
H (-1.24231, -2.81519, -1.87251)
H (-0.52817, -2.11540, -3.30952)
H (-2.97831, -1.80326, -3.14542)
H (-2.19473, -0.21718, -3.14192)
H (-2.30383, -0.02973, 0.23184)
H (-4.27908, 1.75406, -1.38676)
H (-5.50396, 0.68456, -0.59382)
F (3.50629, 1.14630, 0.77739)
C (3.67972, 0.85749, 2.07876)
C (2.66932, 1.16870, 2.96641)
C (2.84743, 0.86443, 4.30741)
C (4.02276, 0.26614, 4.74154)
C (5.02398, -0.03474, 3.82876)
C (4.85531, 0.25705, 2.48303)
H (1.76296, 1.63473, 2.60442)
H (2.06208, 1.09338, 5.01495)
H (4.15613, 0.03224, 5.78931)
H (5.94136, -0.50027, 4.16382)
H (5.61784, 0.02404, 1.75227)

## Properties
charge: -1
lowest unoccupied orbital energy: 2.52 eV
ΔE to the lowest compared entry with this formula, charge and spin: 0.00 kJ/mol
frontier orbital gap: 7.828 eV

---

# 4
C12H17BClF3NO10 | ωB97M-V/def2-TZVPD

Cartesian coordinates (Å):
C (-1.12080, -0.89695, -2.68400)
C (-1.10413, -1.99035, -1.59683)
C (0.29217, -2.54390, -1.37228)
F (0.86958, -1.96301, -0.19762)
C (0.39821, -4.06586, -1.24539)
N (-0.75480, -4.75064, -0.66946)
Cl (-1.21519, -4.16878, 0.89938)
B (1.77646, -4.44976, -0.50996)
O (1.87428, -4.58955, 0.85485)
O (2.94309, -4.63345, -1.22523)
C (3.67281, -3.42905, -1.34732)
C (0.50369, -4.58967, -2.73080)
O (-0.19245, -5.59591, -3.01945)
O (1.26223, -3.96377, -3.49495)
H (-0.14709, -0.41997, -2.71012)
H (-1.39499, -1.31093, -3.64665)
H (-1.83869, -0.12489, -2.41102)
H (-1.83010, -2.75350, -1.85724)
H (-1.43009, -1.55184, -0.65711)
H (0.91812, -2.19944, -2.18271)
H (-1.54661, -4.73063, -1.29640)
H (1.38362, -3.87192, 1.26695)
H (3.60123, -2.79374, -0.45841)
H (4.72592, -3.65935, -1.47667)
H (3.28849, -2.84691, -2.18342)
C (-3.08165, 3.00784, 0.20853)
C (-2.03285, 2.05890, 0.73189)
O (-1.01219, 2.15025, -0.24932)
C (-1.09788, 3.39836, -0.78623)
O (-0.25311, 3.91434, -1.43480)
O (-2.28177, 3.98458, -0.46598)
F (-2.49548, 0.78562, 0.77786)
H (-3.75115, 2.52332, -0.50366)
H (-3.67221, 3.46639, 0.99779)
H (-1.62789, 2.33069, 1.69818)
C (1.56466, 4.69853, 3.59409)
C (0.31887, 4.50858, 2.76536)
O (-0.67289, 5.14542, 3.54871)
C (-0.04508, 6.12791, 4.26387)
O (-0.59799, 7.01250, 4.81720)
O (1.29960, 5.94786, 4.24191)
F (-0.00014, 3.19330, 2.62938)
H (1.67768, 3.91477, 4.34426)
H (2.46959, 4.75203, 2.99505)
H (0.35691, 4.97260, 1.77780)

## Properties
charge: -1
lowest unoccupied orbital energy: 1.79 eV
frontier orbital gap: 6.525 eV

---

# 5
C12H17BIrN6O2 | ωB97M-V/def2-TZVPD

Cartesian coordinates (Å):
H (0.80038, 3.03057, 1.09394)
N (0.54940, 1.64764, -0.50504)
B (0.17741, 0.51749, -2.72194)
N (0.55766, 1.76902, -1.88553)
C (0.78231, 3.06422, -2.19661)
Ir (0.19956, -0.04329, 0.44087)
H (0.89389, 3.34054, -3.23678)
C (0.86671, 3.80670, -1.01623)
H (0.95118, 4.87847, -0.92119)
C (0.77016, 2.88942, 0.02104)
H (0.22391, 0.76031, -3.88569)
C (-2.90881, -2.36529, 3.58571)
H (-1.84150, -2.64189, 3.68683)
H (-3.13333, -2.29624, 2.51119)
H (-3.53918, -3.12559, 4.07702)
N (-1.22615, 0.05095, -2.17441)
N (1.15677, -0.62343, -2.28018)
N (-1.32045, -0.20199, -0.81649)
N (1.22506, -0.94885, -0.93010)
C (-2.45075, -0.14317, -2.71477)
C (2.00941, -1.43584, -2.94390)
H (-2.62704, 0.04713, -3.76735)
H (2.17062, -1.28612, -3.99735)
C (-3.33242, -0.55893, -1.71403)
C (2.58501, -2.32494, -2.03647)
C (-2.59640, -0.59373, -0.53070)
C (2.10968, -1.99076, -0.77439)
H (-4.37700, -0.79967, -1.79303)
H (3.27978, -3.12802, -2.24572)
H (-2.88647, -0.83521, 0.47810)
H (2.34145, -2.37529, 0.20430)
H (-3.00320, -1.37954, 4.05116)
C (2.09683, 0.47000, 4.05206)
C (1.01774, 0.51490, 2.99759)
O (-0.02365, 1.18630, 3.02028)
O (1.37119, -0.25947, 1.97467)
H (1.72398, 0.83375, 5.00107)
H (2.93757, 1.10657, 3.74051)
H (2.46866, -0.55669, 4.15153)

## Properties
charge: +2
lowest unoccupied orbital energy (spin up / spin down): -6.41 / -11.07 eV
spin multiplicity: 6
ΔE to the lowest compared entry with this formula, charge and spin: 0.00 kJ/mol
frontier orbital gap (spin up / spin down): 9.360 / 5.215 eV

---

# 6
C12H17BN6O2Ti | ωB97M-V/def2-TZVPD

Cartesian coordinates (Å):
H (-0.08237, -2.61980, 2.08205)
N (0.88815, -1.92569, 0.33426)
B (1.69220, -1.48586, -2.05409)
N (1.09840, -2.38988, -0.92416)
C (0.47678, -3.57736, -1.02152)
Ti (0.68836, 1.46810, -0.63553)
H (0.49478, -4.12760, -1.95002)
C (-0.09382, -3.88255, 0.21121)
H (-0.64017, -4.77208, 0.45704)
C (0.18507, -2.81237, 1.05508)
H (2.26411, -2.15827, -2.86803)
C (0.38681, 3.31758, -1.47618)
H (-0.08060, 3.95996, -0.70949)
H (-0.24321, 3.27237, -2.37623)
H (1.38239, 3.71931, -1.73325)
N (2.64713, -0.41889, -1.45622)
N (0.45678, -0.78224, -2.69294)
N (2.17990, 0.59507, -0.61332)
N (-0.15742, 0.28631, -2.07406)
C (3.95150, -0.24509, -1.66373)
C (-0.31754, -1.21166, -3.70491)
H (4.48305, -0.93421, -2.30424)
H (-0.00847, -2.05298, -4.30744)
C (4.39208, 0.86882, -0.94545)
C (-1.44697, -0.39991, -3.77264)
C (3.29359, 1.38011, -0.28110)
C (-1.32442, 0.53190, -2.74182)
H (5.40103, 1.24346, -0.91741)
H (-2.25642, -0.47864, -4.47580)
H (3.21486, 2.18433, 0.43299)
H (-1.97357, 1.34375, -2.44586)
H (1.35429, -1.09252, 0.67401)
C (-2.72846, -0.13775, 1.00887)
O (-1.54395, 0.52062, 1.58858)
C (-0.63013, 0.97352, 0.78199)
O (0.31863, 1.77534, 1.24302)
H (-3.40002, -0.32977, 1.84580)
H (-2.42971, -1.07663, 0.52158)
H (-3.20401, 0.52385, 0.27031)

## Properties
charge: +2
lowest unoccupied orbital energy: -7.57 eV
ΔE to the lowest compared entry with this formula, charge and spin: 0.00 kJ/mol
frontier orbital gap: 8.712 eV

---

Number 1: molecular weight 268.27 g/mol, DFT total energy -952.58298 hartree. Number 2: molecular weight 206.33 g/mol, DFT total energy -919.32000 hartree. Number 3: molecular weight 354.60 g/mol, DFT total energy -3994.58710 hartree. Number 4: molecular weight 438.52 g/mol, DFT total energy -2059.40220 hartree. Number 5: molecular weight 480.34 g/mol, DFT total energy -1074.92204 hartree. Number 6: molecular weight 335.99 g/mol, DFT total energy -1820.26275 hartree.